(P)
Formula: C22H64O10
Source: the Open Molecules 2025 dataset
Level of theory: ωB97M-V/def2-TZVPD

Properties
LUMO level in eV: 0.2
HOMO level in eV: -10.09
SMILES: CC(C)O.CC(C)O.CCO.CCO.CCO.CCO.CCO.CCO.CCO.CCO
Spin multiplicity: 1

```
96
Properties=species:S:1:pos:R:3:mulliken_charge:R:1
C -0.36 -0.49 6.63 -0.95
C -0.19 1.05 6.56 -0.22
O 1.17 1.41 6.61 -0.51
H 0.10 -1.05 5.82 0.28
H -1.42 -0.72 6.55 0.30
H 0.02 -0.86 7.58 0.27
H -0.73 1.59 7.33 0.32
H -0.56 1.45 5.61 0.20
H 1.27 2.04 7.32 0.30
C 1.09 7.06 5.09 -1.02
C 0.25 6.93 3.79 -0.09
O 0.88 7.77 2.85 -0.52
H 1.49 8.07 5.23 0.31
H 1.94 6.39 5.06 0.27
H 0.43 6.88 5.94 0.30
H -0.79 7.25 3.82 0.27
H 0.29 5.88 3.50 0.20
H 0.65 7.36 2.02 0.30
C 3.86 -6.40 2.56 -0.97
C 2.89 -5.43 1.95 -0.24
O 1.51 -5.62 2.15 -0.52
H 3.77 -7.29 1.93 0.30
H 3.66 -6.58 3.62 0.28
H 4.87 -6.02 2.46 0.30
H 3.03 -5.39 0.87 0.29
H 3.03 -4.43 2.38 0.27
H 1.36 -6.45 1.69 0.29
C -0.56 0.60 -8.00 -0.90
C -0.81 1.07 -6.50 -0.33
O -1.69 2.20 -6.63 -0.52
H 0.02 1.42 -8.42 0.26
H -1.50 0.49 -8.54 0.28
H 0.09 -0.27 -8.05 0.32
H 0.17 1.47 -6.21 0.23
H -1.07 0.14 -5.99 0.33
H -1.06 2.88 -6.90 0.33
C 5.12 3.12 2.00 -0.92
C 5.57 1.91 2.74 -0.21
O 4.31 1.24 2.97 -0.48
H 4.96 2.98 0.93 0.27
H 5.90 3.88 1.98 0.34
H 4.16 3.50 2.34 0.25
H 6.12 2.12 3.66 0.28
H 6.22 1.29 2.11 0.20
H 3.92 1.48 3.81 0.27
C 5.30 -2.78 -5.50 -0.86
C 4.90 -1.75 -6.54 -0.31
O 4.44 -2.42 -7.74 -0.53
H 6.00 -3.50 -5.92 0.28
H 4.41 -3.31 -5.17 0.25
H 5.68 -2.21 -4.65 0.31
H 5.81 -1.26 -6.88 0.25
H 4.22 -0.98 -6.15 0.30
H 5.25 -2.61 -8.22 0.31
C -3.51 5.55 -0.04 -1.05
C -2.62 6.22 -1.04 -0.13
O -1.27 5.90 -0.85 -0.50
H -4.49 6.04 0.04 0.35
H -3.15 5.55 0.99 0.28
H -3.73 4.54 -0.38 0.30
H -2.68 7.30 -0.86 0.25
H -2.92 6.06 -2.08 0.22
H -1.14 4.97 -0.65 0.29
C -1.80 -6.65 -4.47 -1.02
C -3.00 -7.59 -4.81 -0.19
O -2.71 -8.84 -4.30 -0.51
H -0.79 -7.05 -4.53 0.31
H -1.95 -6.36 -3.43 0.25
H -1.71 -5.80 -5.14 0.32
H -3.05 -7.65 -5.90 0.21
H -4.01 -7.36 -4.49 0.31
H -3.55 -9.29 -4.35 0.31
C 1.21 0.26 -1.46 -1.34
C 0.03 0.47 -0.52 0.38
C -0.24 -0.84 0.16 -1.24
O 0.30 1.48 0.39 -0.47
H 2.06 -0.19 -0.95 0.35
H 1.58 1.18 -1.91 0.32
H 1.07 -0.49 -2.25 0.41
H -0.82 0.71 -1.16 0.30
H -1.06 -0.77 0.87 0.29
H 0.66 -1.20 0.66 0.31
H -0.45 -1.65 -0.53 0.38
H 1.07 1.16 0.87 0.31
C -6.75 -0.98 1.63 -1.22
C -6.30 -1.27 2.98 0.54
C -5.95 -0.03 3.91 -1.22
O -7.18 -2.09 3.67 -0.55
H -6.78 -1.76 0.86 0.34
H -6.10 -0.22 1.20 0.30
H -7.73 -0.52 1.72 0.31
H -5.37 -1.80 2.80 0.20
H -6.72 0.74 3.99 0.32
H -5.01 0.38 3.53 0.31
H -5.86 -0.21 4.99 0.35
H -6.95 -2.98 3.41 0.33
```

---

(Q)
Formula: C22H64O10
Source: the Open Molecules 2025 dataset
Level of theory: ωB97M-V/def2-TZVPD

Properties
LUMO level in eV: 0.4
HOMO level in eV: -9.60
SMILES: CC(C)O.CC(C)O.CCO.CCO.CCO.CCO.CCO.CCO.CCO.CCO
Spin multiplicity: 1

```
96
Properties=species:S:1:pos:R:3:mulliken_charge:R:1
C -9.32 -14.62 3.96 -0.70
C -8.22 -15.37 3.22 -0.29
O -7.35 -15.89 4.27 -0.53
H -10.11 -14.40 3.25 0.16
H -8.94 -13.69 4.38 0.07
H -9.70 -15.17 4.82 0.45
H -7.63 -14.73 2.57 0.28
H -8.64 -16.25 2.73 0.29
H -6.57 -16.27 3.85 0.29
C -9.95 -8.84 -1.42 -0.98
C -10.72 -8.61 -0.13 0.86
O -10.94 -7.25 0.15 -0.61
H -10.45 -8.44 -2.30 0.37
H -9.54 -9.85 -1.50 0.28
H -9.08 -8.17 -1.34 0.14
H -10.17 -9.16 0.65 -0.86
H -11.71 -9.08 -0.17 0.30
H -10.09 -6.88 0.43 0.33
C -14.93 -11.62 4.50 -1.09
C -14.73 -11.88 5.96 -0.25
O -13.32 -11.86 6.28 -0.43
H -14.68 -10.61 4.17 0.15
H -16.02 -11.61 4.37 0.42
H -14.49 -12.35 3.83 0.26
H -15.02 -12.90 6.22 0.39
H -15.28 -11.19 6.60 0.27
H -13.21 -12.07 7.23 0.21
C -9.52 -10.79 3.31 0.22
C -10.90 -10.95 3.87 0.20
O -10.81 -11.43 5.20 -0.60
H -9.53 -10.27 2.35 -0.94
H -8.91 -11.69 3.21 0.18
H -8.90 -10.15 3.94 0.40
H -11.43 -11.73 3.29 0.22
H -11.54 -10.06 3.82 0.13
H -11.67 -11.49 5.66 0.32
C -9.25 -5.84 3.36 -0.75
C -8.54 -6.63 2.28 0.45
O -8.63 -5.94 1.02 -0.64
H -10.34 -5.83 3.26 0.12
H -8.83 -4.84 3.42 0.38
H -9.07 -6.34 4.32 0.11
H -9.07 -7.59 2.21 -0.49
H -7.51 -6.92 2.53 0.45
H -7.95 -5.26 1.09 0.35
C -10.65 -12.54 0.45 0.17
C -12.16 -12.49 0.47 -0.29
O -12.71 -11.98 -0.76 -0.55
H -10.31 -13.06 1.35 -0.29
H -10.21 -11.55 0.40 -0.23
H -10.23 -13.15 -0.36 0.52
H -12.41 -11.74 1.22 0.08
H -12.67 -13.42 0.72 0.35
H -12.58 -12.67 -1.42 0.32
C -8.48 -8.62 6.90 -1.60
C -10.00 -8.69 6.77 1.41
O -10.60 -7.45 7.09 -0.70
H -8.28 -8.43 7.96 0.42
H -8.05 -7.80 6.33 0.31
H -8.02 -9.57 6.65 0.34
H -10.35 -9.51 7.39 -0.45
H -10.22 -8.98 5.74 -0.13
H -11.42 -7.45 6.59 0.34
C -14.03 -7.24 6.68 -1.33
C -13.37 -8.03 5.55 0.05
O -12.47 -7.16 4.84 -0.49
H -14.36 -6.28 6.30 0.38
H -13.33 -7.07 7.50 0.28
H -14.77 -7.87 7.17 0.34
H -14.12 -8.38 4.83 0.42
H -12.86 -8.93 5.89 0.18
H -12.53 -7.35 3.90 0.24
C -6.65 -9.94 0.79 -0.41
C -6.45 -10.58 -0.58 0.57
C -5.98 -9.61 -1.66 -1.28
O -5.51 -11.66 -0.54 -0.59
H -7.27 -10.66 1.32 0.03
H -7.34 -9.09 0.73 -0.08
H -5.76 -9.64 1.34 0.48
H -7.42 -11.03 -0.83 -0.04
H -5.20 -9.00 -1.18 0.33
H -6.73 -8.90 -2.00 0.28
H -5.50 -10.13 -2.49 0.37
H -4.66 -11.25 -0.30 0.37
C -10.93 -11.53 9.47 -1.07
C -12.37 -11.11 9.80 0.43
C -12.64 -9.64 9.54 -0.93
O -13.32 -11.91 9.08 -0.63
H -10.84 -11.63 8.39 0.06
H -10.65 -12.48 9.94 0.37
H -10.29 -10.76 9.88 0.37
H -12.50 -11.30 10.87 0.37
H -12.57 -9.39 8.48 -0.12
H -11.99 -8.95 10.09 0.42
H -13.67 -9.42 9.84 0.39
H -14.07 -12.03 9.67 0.31
```

---

Decreasing stability: (Q), (P)

---

(P)
Formula: CH4S2
Source: the Open Molecules 2025 dataset
Level of theory: ωB97M-V/def2-TZVPD

Properties
LUMO level in eV: -0.5
HOMO level in eV: -9.00
SMILES: C=S.S
Spin multiplicity: 1

```
7
Properties=species:S:1:pos:R:3:mulliken_charge:R:1
C -1.47 -0.50 0.24 -0.34
S 2.44 0.41 -0.48 -0.27
S -1.15 -1.34 1.54 -0.17
H -1.76 0.58 0.21 0.26
H -1.60 -0.99 -0.68 0.26
H 2.02 1.15 -1.39 0.12
H 1.53 0.68 0.55 0.14
```

---

(Q)
Formula: CH4S2
Source: the Open Molecules 2025 dataset
Level of theory: ωB97M-V/def2-TZVPD

Properties
LUMO level in eV: -0.1
HOMO level in eV: -8.17
Spin multiplicity: 1

```
7
Properties=species:S:1:pos:R:3:mulliken_charge:R:1
C -0.64 -0.31 0.50 -0.72
S 0.80 0.83 0.32 0.03
S 2.26 0.19 -1.08 -0.41
H -0.52 -1.32 -0.04 0.31
H -1.42 0.10 -0.26 0.27
H -0.93 -0.58 1.58 0.28
H 0.45 1.08 -1.01 0.25
```

---

Decreasing stability: (P), (Q)